(1)
A structure of composition C15H18Cl2CsO2S2Te, computed with ωB97M-V/def2-TZVPD.

Last column: Mulliken charge in e.
Positions of all 41 atoms, in Å:
1 Cs -0.245 -0.771 -0.601  0.999
2 C 4.693 0.860 -0.157  -1.443
3 C 3.204 0.734 0.150  0.819
4 O 2.491 0.316 -0.756  -0.641
5 C 2.732 1.104 1.489  0.582
6 C 3.679 1.211 2.528  -0.345
7 C 3.346 1.498 3.826  -0.811
8 C 1.983 1.708 4.127  -0.298
9 C 1.029 1.641 3.154  -0.657
10 C 1.334 1.349 1.778  0.105
11 O 0.407 1.339 0.912  -0.771
12 H 4.810 0.784 -1.236  0.347
13 H 5.247 0.041 0.308  0.336
14 H 5.114 1.799 0.202  0.382
15 H 4.724 1.036 2.299  0.264
16 H 4.105 1.551 4.594  0.363
17 H 1.684 1.927 5.147  0.348
18 H -0.016 1.809 3.385  0.375
19 Cl -1.699 6.623 -1.234  -0.194
20 C -0.266 5.667 -0.765  -0.346
21 Cl -0.577 3.954 -0.643  -0.035
22 H 0.063 6.022 0.204  0.274
23 H 0.493 5.825 -1.522  0.278
24 C -4.315 -0.021 -2.610  -0.596
25 S -3.188 1.198 -1.904  -0.064
26 C -3.548 0.908 -0.159  -0.522
27 H -5.346 0.240 -2.371  0.258
28 H -4.089 -1.019 -2.232  0.051
29 H -4.181 0.007 -3.691  0.299
30 H -3.383 -0.142 0.089  -0.008
31 H -4.576 1.182 0.075  0.313
32 H -2.869 1.530 0.425  0.197
33 Te -3.253 -3.311 -0.237  -0.336
34 C -2.006 -4.788 -1.087  -0.020
35 C -2.345 -5.952 -1.720  -0.469
36 C -1.216 -6.710 -2.171  -0.327
37 C -0.028 -6.121 -1.881  -0.547
38 S -0.290 -4.627 -1.067  -0.216
39 H -3.373 -6.258 -1.855  0.365
40 H -1.291 -7.659 -2.686  0.326
41 H 0.961 -6.487 -2.105  0.364

As for the HOMO energy: -3.586 eV. For the HOMO-LUMO gap, the calculation gives 5.712 eV. For the lowest unoccupied orbital energy, the calculation gives 2.13 eV. As for the total charge: -1.

---

(2)
A cluster of 2 separate species, C4H11NO3 in total at a distorted geometry, computed with ωB97M-V/def2-TZVPD.

Last column: Mulliken charge in e.
Positions of all 19 atoms, in Å:
1 C 1.153 -0.523 1.908  -1.565
2 C 1.500 -0.384 0.409  0.649
3 N 1.197 -1.557 -0.348  -0.551
4 C 0.739 0.896 -0.097  -0.701
5 C 0.199 0.878 -1.540  0.558
6 O 0.353 0.187 -2.498  -0.559
7 O -0.729 1.913 -1.570  -0.451
8 H 1.418 0.403 2.425  0.357
9 H 0.076 -0.665 2.017  0.406
10 H 1.669 -1.362 2.356  0.387
11 H 2.593 -0.225 0.451  0.141
12 H 0.597 -2.324 -0.068  0.171
13 H 1.202 -1.377 -1.334  0.213
14 H 1.405 1.762 -0.037  0.331
15 H -0.123 1.055 0.545  0.288
16 H -1.410 1.739 -2.226  0.328
17 O -4.207 -0.279 -0.429  -0.630
18 H -3.388 -0.647 -0.075  0.309
19 H -4.245 0.511 0.112  0.318

As for the HOMO energy: -8.902 eV. For the HOMO-LUMO gap, the calculation gives 9.343 eV. For the lowest unoccupied orbital energy, the calculation gives 0.44 eV. Its SMILES is C[C@@H](N)CC(=O)O.O.

---

(3)
An isolated molecule of C4H3N5 at a distorted geometry, computed with ωB97M-V/def2-TZVPD.

Last column: Mulliken charge in e.
Positions of all 12 atoms, in Å:
1 N -3.138 0.601 0.481  -0.318
2 C -2.142 0.174 0.094  0.090
3 C -0.971 -0.335 -0.563  0.336
4 N -0.564 -1.621 -0.198  -0.211
5 N 0.585 -1.746 0.086  -0.167
6 C 1.377 -0.533 0.318  -0.310
7 N 0.590 0.488 -0.125  -0.235
8 C 0.544 1.764 0.042  0.446
9 N 0.585 2.880 0.274  -0.453
10 H -0.872 -0.240 -1.729  0.296
11 H 1.658 -0.635 1.483  0.264
12 H 2.349 -0.797 -0.160  0.261

As for the HOMO energy: -10.023 eV. For the HOMO-LUMO gap, the calculation gives 9.344 eV. For the lowest unoccupied orbital energy, the calculation gives -0.68 eV. Its SMILES is N#C[C@@H]1N=NCN1C#N.

---

(4)
An isolated molecule of C5H5NO at a distorted geometry, computed with ωB97M-V/def2-TZVPD.

Last column: Mulliken charge in e.
Positions of all 12 atoms, in Å:
1 N 1.077 -1.172 -2.521  -0.433
2 C 0.576 -0.441 -1.776  0.010
3 C 0.172 0.576 -0.831  0.097
4 C 0.944 0.540 0.456  -0.687
5 C -0.547 0.358 0.492  0.043
6 C -1.166 -0.918 0.949  -0.166
7 O -2.071 -0.928 1.749  -0.466
8 H -0.054 1.529 -1.299  0.367
9 H 1.547 -0.357 0.578  0.301
10 H 1.386 1.449 0.846  0.247
11 H -1.114 1.225 0.820  0.364
12 H -0.750 -1.860 0.538  0.324

As for the HOMO energy: -10.367 eV. For the HOMO-LUMO gap, the calculation gives 11.031 eV. For the lowest unoccupied orbital energy, the calculation gives 0.66 eV. Its SMILES is N#C[C@@H]1C[C@@H]1C=O.

---

(5)
The ion C5H7N2O2S with charge +1 at a distorted geometry, computed with ωB97M-V/def2-TZVPD.

Last column: Mulliken charge in e.
Positions of all 17 atoms, in Å:
1 C 0.428 -0.045 -0.760  -0.297
2 C -0.854 -0.479 -0.526  0.261
3 C 0.518 1.401 1.555  0.380
4 C 1.580 0.930 2.173  -0.644
5 C -0.751 1.754 1.084  -0.300
6 N -1.285 -1.687 -0.821  0.776
7 N 1.127 -0.367 -1.814  -0.287
8 O -0.639 -2.279 -1.933  -0.530
9 O -2.240 -2.263 -0.358  -0.620
10 S -1.865 0.359 0.661  -0.036
11 H 1.785 1.347 3.294  0.260
12 H 2.500 0.271 1.882  0.318
13 H -1.355 2.317 1.922  0.413
14 H -0.458 2.558 0.320  0.335
15 H -1.227 -2.957 -2.313  0.378
16 H 2.081 0.086 -1.777  0.299
17 H 0.654 -0.945 -2.589  0.295

As for the HOMO energy (alpha / beta): -12.336 / -12.335 eV. For the HOMO-LUMO gap (alpha / beta), the calculation gives 6.700 / 6.699 eV. For the lowest unoccupied orbital energy (alpha / beta), the calculation gives -5.64 / -5.64 eV. As for the total charge: +1.

---

(6)
A structure of composition C21H43BO2P2Ru at a distorted geometry, computed with ωB97M-V/def2-TZVPD.

Last column: Löwdin spin population.
Positions of all 70 atoms, in Å:
1 P 0.528 -2.738 -1.373  0.160
2 P 1.114 0.369 -2.446  0.039
3 C 0.148 -2.100 -3.033  0.056
4 C 1.208 -1.139 -3.531  0.002
5 H -0.839 -1.629 -2.916  0.001
6 H -0.008 -2.992 -3.647  0.006
7 H 2.218 -1.552 -3.418  0.004
8 H 1.006 -0.950 -4.580  0.000
9 C -0.018 1.360 -3.623  0.034
10 H -0.334 2.291 -3.138  0.003
11 H -0.938 0.865 -3.959  0.000
12 H 0.526 1.651 -4.532  0.005
13 C 2.470 1.474 -2.947  -0.001
14 H 2.564 1.579 -4.034  0.000
15 H 3.406 1.110 -2.513  0.000
16 H 2.299 2.478 -2.547  0.001
17 C -1.084 -3.551 -1.084  0.010
18 H -1.044 -4.183 -0.184  0.000
19 H -1.305 -4.127 -1.990  0.003
20 H -1.794 -2.727 -0.947  0.002
21 C 1.829 -3.991 -1.800  0.067
22 H 2.778 -3.861 -1.212  0.016
23 H 2.012 -3.777 -2.851  0.001
24 H 1.406 -4.971 -1.625  0.006
25 Ru 1.868 -2.265 0.080  2.232
26 C -1.404 4.015 -1.411  0.001
27 C -2.641 3.512 -1.301  -0.020
28 C -3.196 2.404 -2.176  0.022
29 C -3.045 0.964 -1.568  0.066
30 C -1.985 0.877 -0.530  0.343
31 C -0.705 1.286 -0.663  0.407
32 C 0.281 2.349 -0.370  0.062
33 C -0.285 3.801 -0.415  0.004
34 C 0.837 -3.273 1.606  0.177
35 H -1.135 4.674 -2.261  -0.001
36 H -3.321 3.789 -0.475  0.000
37 H -2.712 2.450 -3.179  0.001
38 H -4.255 2.600 -2.338  0.003
39 H -3.982 0.716 -1.040  0.003
40 H -2.917 0.286 -2.427  0.010
41 H -2.298 0.487 0.456  0.030
42 H -0.110 0.348 -0.566  0.047
43 H 1.186 2.331 -0.985  0.011
44 H 0.680 2.127 0.622  0.021
45 H -0.595 4.029 0.634  0.000
46 H 0.541 4.450 -0.750  0.000
47 H 1.246 -3.610 2.578  0.019
48 H 1.212 -3.990 0.855  0.029
49 H -0.247 -3.426 1.566  0.006
50 C 2.038 0.707 4.476  0.001
51 C 1.238 -0.388 3.782  0.001
52 C 0.877 -1.480 4.800  0.000
53 O 2.065 -0.972 2.743  0.017
54 B 1.143 -1.326 1.733  0.060
55 O -0.057 -0.615 1.793  0.023
56 C -0.079 0.106 3.047  0.001
57 C -1.384 -0.221 3.739  0.001
58 C -0.198 1.595 2.774  0.003
59 H 2.866 0.251 5.035  0.000
60 H 1.394 1.228 5.202  0.000
61 H 2.451 1.424 3.748  0.000
62 H 1.791 -1.858 5.263  0.000
63 H 0.267 -1.048 5.607  0.000
64 H 0.328 -2.315 4.328  0.000
65 H -1.434 0.366 4.662  0.000
66 H -2.211 0.080 3.084  0.000
67 H -1.487 -1.278 3.991  0.000
68 H 0.720 2.062 2.405  0.001
69 H -1.027 1.758 2.072  0.001
70 H -0.462 2.104 3.710  0.000

Its expectation value of S² is 6.04. As for the HOMO energy (alpha / beta): -13.236 / -13.425 eV. For the HOMO-LUMO gap (alpha / beta), the calculation gives 5.851 / 5.267 eV. For the lowest unoccupied orbital energy (alpha / beta), the calculation gives -7.38 / -8.16 eV. The spin multiplicity is 5. As for the total charge: +2.

---

(7)
A structure of composition C43H38AlBrN2O4S2, computed with ωB97M-V/def2-TZVPD.

Last column: Mulliken charge in e.
Positions of all 91 atoms, in Å:
1 Al -0.006 0.173 -0.148  0.715
2 C -0.324 -6.978 -2.262  -1.492
3 C -0.697 -5.793 -1.420  0.748
4 C 0.206 -4.735 -1.250  -1.295
5 C -0.119 -3.632 -0.484  -0.792
6 C -1.380 -3.580 0.111  0.818
7 C -2.293 -4.610 -0.040  -0.713
8 C -1.939 -5.715 -0.802  -0.945
9 S -1.878 -2.205 1.086  0.229
10 O -1.342 -0.975 0.337  -0.024
11 C -0.875 -2.396 2.559  1.357
12 C 0.036 -3.472 2.680  -0.659
13 C 0.727 -3.635 3.844  -1.631
14 C 0.543 -2.756 4.935  1.332
15 C 1.262 -2.931 6.143  -0.788
16 C 1.070 -2.081 7.189  -0.854
17 C 0.146 -1.015 7.080  -0.881
18 C -0.562 -0.824 5.932  -1.057
19 C -0.380 -1.689 4.819  0.483
20 C -1.096 -1.516 3.598  0.407
21 C -2.137 -0.450 3.548  -0.837
22 C -3.481 -0.828 3.845  1.009
23 C -3.846 -2.180 4.095  -0.819
24 C -5.138 -2.510 4.378  -1.083
25 C -6.143 -1.515 4.429  -0.671
26 C -5.825 -0.211 4.208  -1.132
27 C -4.487 0.168 3.923  0.754
28 C -4.138 1.524 3.747  -1.179
29 C -2.849 1.878 3.482  -1.535
30 C -1.846 0.885 3.372  1.678
31 S -0.322 1.632 2.816  -0.261
32 O -0.235 1.174 1.363  0.194
33 C 1.114 1.042 3.630  1.282
34 C 1.735 -0.184 3.399  0.262
35 C 2.942 -0.442 4.011  -0.746
36 C 3.556 0.501 4.843  0.671
37 C 4.884 0.197 5.472  -1.605
38 C 2.926 1.723 5.046  -1.183
39 C 1.715 2.005 4.434  -0.927
40 H 0.697 -7.297 -2.058  0.388
41 H -0.379 -6.722 -3.322  0.312
42 H -0.992 -7.817 -2.085  0.389
43 H 1.185 -4.795 -1.710  0.492
44 H 0.608 -2.846 -0.313  1.338
45 H -3.269 -4.554 0.426  0.602
46 H -2.645 -6.527 -0.920  0.401
47 H 0.178 -4.171 1.871  0.597
48 H 1.420 -4.461 3.946  0.443
49 H 1.961 -3.754 6.219  0.508
50 H 1.615 -2.223 8.113  0.450
51 H -0.002 -0.350 7.920  0.506
52 H -1.270 -0.009 5.870  0.539
53 H -3.091 -2.955 4.079  0.496
54 H -5.398 -3.541 4.575  0.474
55 H -7.162 -1.796 4.657  0.441
56 H -6.583 0.559 4.255  0.469
57 H -4.903 2.283 3.842  0.447
58 H -2.581 2.920 3.360  0.550
59 H 1.304 -0.915 2.731  0.214
60 H 3.427 -1.396 3.841  0.572
61 H 4.861 -0.769 5.979  0.351
62 H 5.169 0.958 6.195  0.433
63 H 5.662 0.145 4.708  0.288
64 H 3.391 2.469 5.677  0.459
65 H 1.242 2.967 4.580  0.529
66 N 0.121 -0.669 -2.059  -0.150
67 C -0.631 0.131 -3.061  -0.689
68 C -1.785 0.806 -2.347  -0.548
69 N -1.220 1.459 -1.145  -0.140
70 H 1.102 -0.716 -2.321  0.296
71 H -0.214 -1.630 -2.048  0.192
72 H -0.987 -0.485 -3.886  0.405
73 H 0.049 0.879 -3.470  0.373
74 H -2.510 0.065 -2.009  0.267
75 H -2.294 1.514 -3.001  0.507
76 H -1.954 1.813 -0.539  0.294
77 H -0.659 2.267 -1.415  0.345
78 Br 3.138 3.358 1.013  -0.087
79 C 4.161 1.770 0.952  0.055
80 C 5.474 1.851 1.391  -0.599
81 C 6.259 0.708 1.447  -0.681
82 C 5.731 -0.529 1.098  -0.765
83 C 4.416 -0.608 0.681  -0.317
84 C 3.627 0.540 0.577  0.544
85 C 2.252 0.367 0.096  0.430
86 O 1.599 1.228 -0.562  -0.573
87 O 1.602 -0.714 0.365  -0.506
88 H 5.877 2.809 1.685  0.485
89 H 7.287 0.788 1.774  0.466
90 H 6.342 -1.419 1.147  0.446
91 H 3.980 -1.561 0.412  0.428

As for the HOMO energy: -13.122 eV. For the HOMO-LUMO gap, the calculation gives 8.000 eV. For the lowest unoccupied orbital energy, the calculation gives -5.12 eV. As for the total charge: +2.